Entry 1:
{
  "formula": "C30H44N3O16",
  "method": "ωB97M-V/def2-TZVPD",
  "symbols": ["C", "C", "O", "N", "H", "H", "C", "H", "H", "H", "H", "H", "H", "N", "O", "O", "O", "N", "O", "O", "O", "C", "C", "C", "O", "H", "H", "H", "H", "H", "H", "H", "H", "C", "C", "C", "O", "H", "H", "H", "H", "H", "H", "H", "H", "C", "C", "C", "O", "H", "H", "H", "H", "H", "H", "H", "H", "C", "C", "C", "O", "C", "C", "C", "O", "H", "H", "H", "H", "C", "C", "C", "O", "C", "C", "C", "O", "H", "H", "H", "H", "C", "C", "C", "O", "C", "C", "C", "O", "H", "H", "H", "H"],
  "coordinates": [[12.703, 37.595, 3.898], [11.989, 36.960, 5.081], [11.444, 37.589, 5.886], [12.211, 35.480, 5.156], [11.541, 35.060, 4.419], [13.102, 35.208, 5.032], [11.876, 34.789, 6.477], [13.841, 37.975, 4.047], [12.159, 38.585, 3.895], [12.505, 36.899, 3.093], [12.293, 35.146, 7.380], [11.810, 33.787, 6.526], [10.857, 34.844, 6.633], [11.778, 33.421, 2.593], [11.200, 34.448, 2.929], [12.006, 33.141, 1.417], [11.598, 32.398, 3.390], [15.542, 33.690, 4.397], [16.193, 33.294, 3.400], [14.294, 33.792, 4.251], [16.234, 34.225, 5.357], [11.712, 37.867, 9.387], [11.080, 37.948, 10.706], [11.983, 37.111, 11.694], [11.004, 39.201, 11.220], [11.175, 38.315, 8.449], [12.009, 36.844, 9.022], [12.690, 38.479, 9.377], [10.099, 37.340, 10.755], [12.122, 36.136, 11.208], [11.567, 36.976, 12.833], [12.970, 37.830, 11.785], [11.009, 39.001, 12.241], [10.463, 38.124, 0.171], [11.202, 37.275, 1.290], [12.687, 37.352, 1.289], [10.587, 37.624, 2.512], [9.372, 37.965, 0.173], [11.022, 37.868, -0.648], [10.546, 39.141, 0.258], [11.199, 36.217, 1.038], [13.072, 37.359, 0.372], [13.232, 36.512, 1.891], [12.958, 38.464, 1.628], [9.606, 37.311, 2.732], [16.790, 36.916, 7.537], [15.828, 36.013, 8.262], [15.207, 36.650, 9.507], [14.721, 35.788, 7.296], [16.397, 37.442, 6.618], [17.673, 36.428, 7.003], [17.223, 37.522, 8.239], [16.443, 35.385, 8.687], [14.706, 37.731, 9.097], [15.855, 36.988, 10.115], [14.401, 36.016, 9.789], [15.201, 35.009, 6.727], [7.094, 34.773, 10.276], [8.505, 35.205, 9.716], [9.540, 34.173, 10.052], [10.703, 34.233, 9.607], [9.265, 33.163, 11.104], [7.945, 32.899, 11.638], [6.754, 33.630, 11.105], [5.581, 33.408, 11.424], [6.149, 35.348, 9.963], [8.628, 35.951, 9.078], [10.194, 32.605, 11.507], [7.579, 32.129, 12.252], [16.639, 36.851, 0.256], [16.033, 38.110, 1.021], [16.453, 38.429, 2.467], [16.126, 39.416, 3.057], [17.179, 37.336, 3.002], [17.694, 36.133, 2.380], [17.422, 35.822, 0.967], [17.793, 34.847, 0.413], [16.266, 36.950, -0.825], [15.501, 38.742, 0.504], [17.526, 37.252, 4.100], [18.233, 35.386, 2.834], [13.344, 40.653, 1.679], [13.130, 41.323, 0.327], [13.656, 42.769, 0.172], [13.638, 43.283, -0.947], [14.157, 43.471, 1.428], [14.178, 42.801, 2.633], [13.814, 41.437, 2.852], [13.811, 41.033, 4.101], [12.867, 39.626, 1.768], [12.857, 40.692, -0.585], [14.266, 44.471, 1.390], [14.721, 43.329, 3.368]],
  "mol_weight_da": 702.687,
  "lumo_energy_ha": -0.0390,
  "e_homo_ev": -5.6054,
  "e_tot_ha": -2536.7812,
  "charge": -1
}


Entry 2:
{
  "formula": "C26H33Br2N6O2P",
  "method": "ωB97M-V/def2-TZVPD",
  "symbols": ["C", "C", "Br", "C", "Br", "C", "C", "N", "C", "C", "N", "C", "C", "O", "C", "C", "C", "C", "C", "C", "C", "C", "C", "C", "C", "N", "H", "H", "H", "H", "H", "H", "H", "H", "H", "H", "H", "H", "H", "H", "H", "C", "N", "C", "P", "O", "N", "C", "C", "N", "C", "C", "H", "H", "H", "H", "H", "H", "H", "H", "H", "H", "H", "H", "H", "H", "H", "H", "H", "H"],
  "coordinates": [[1.015, -1.594, -0.587], [0.468, -2.630, -1.732], [0.900, -4.595, -1.389], [-0.289, -2.220, -2.984], [-0.708, -3.804, -4.200], [-0.648, -0.671, -3.297], [0.077, -0.305, -4.760], [0.418, -0.183, -6.023], [-2.217, -0.234, -3.324], [-2.160, 1.398, -3.727], [-2.109, 2.664, -4.058], [-3.148, -0.881, -4.486], [-3.895, -2.286, -4.205], [-3.850, -3.202, -5.216], [-4.776, -2.757, -2.908], [-6.339, -2.362, -2.608], [-7.078, -2.900, -1.245], [-6.329, -3.845, -0.128], [-4.749, -4.253, -0.420], [-3.980, -3.700, -1.786], [-2.938, -0.180, -1.811], [-4.392, 0.498, -1.805], [-5.237, 0.581, -0.414], [-4.362, -0.041, 0.812], [-2.896, -0.622, 0.523], [-2.106, -0.763, -0.731], [2.011, -2.078, -0.140], [1.329, -0.538, -0.987], [0.245, -1.564, 0.304], [-0.109, 0.061, -2.523], [-2.524, -0.980, -5.499], [-3.991, -0.075, -4.741], [-6.874, -1.671, -3.415], [-8.202, -2.574, -1.086], [-6.916, -4.217, 0.825], [-4.232, -4.935, 0.390], [-2.845, -4.025, -1.895], [-4.868, 0.939, -2.788], [-6.308, 1.038, -0.297], [-4.808, -0.058, 1.901], [-2.315, -1.021, 1.490], [3.271, 2.203, 0.750], [2.911, 2.354, 2.145], [1.451, 2.378, 2.287], [3.741, 1.605, 3.440], [2.981, 0.267, 3.273], [5.239, 0.957, 2.916], [6.040, 1.404, 1.790], [5.490, -0.465, 3.158], [4.615, 3.144, 3.632], [5.459, 3.112, 4.847], [3.816, 4.378, 3.730], [4.229, 2.675, 0.544], [2.574, 2.726, 0.085], [3.300, 1.152, 0.451], [1.178, 2.787, 3.266], [1.013, 1.378, 2.196], [0.977, 3.025, 1.540], [5.696, 0.963, 0.849], [7.091, 1.114, 1.920], [6.062, 2.492, 1.688], [5.010, -1.088, 2.398], [5.120, -0.763, 4.144], [6.564, -0.690, 3.161], [4.844, 3.038, 5.751], [6.084, 4.011, 4.914], [6.150, 2.264, 4.846], [3.036, 4.287, 4.494], [3.349, 4.642, 2.777], [4.446, 5.239, 3.980]],
  "mol_weight_da": 652.372,
  "lumo_energy_ha": -0.0408,
  "e_homo_ev": -8.1321,
  "e_tot_ha": -6978.0115,
  "smiles": "C/C(Br)=C(/Br)[C@@H](C#N)[C@@](C#N)(CC(=O)c1ccccc1)c1ccccn1.CN(C)P(=O)(N(C)C)N(C)C"
}


Entry 3:
{
  "formula": "C5H8Se",
  "method": "ωB97M-V/def2-TZVPD",
  "symbols": ["C", "C", "C", "Se", "C", "C", "H", "H", "H", "H", "H", "H", "H", "H"],
  "coordinates": [[-0.807, -1.151, -2.372], [-0.433, -0.112, -1.884], [-0.058, 1.211, -1.439], [-0.811, 1.629, 0.365], [-0.586, 0.013, 1.452], [0.924, -0.439, 1.593], [-0.943, -2.185, -2.623], [-0.204, 1.866, -2.274], [1.005, 1.227, -1.189], [-1.026, 0.266, 2.385], [-1.208, -0.726, 0.903], [1.376, -0.935, 0.803], [1.557, 0.428, 1.820], [1.215, -1.094, 2.459]],
  "mol_weight_da": 147.079,
  "lumo_energy_ha": 0.0329,
  "e_homo_ev": -8.3961,
  "e_tot_ha": -2596.6373,
  "smiles": "C#CC[Se]CC"
}


Entry 4:
{
  "formula": "C8H22N4",
  "method": "ωB97M-V/def2-TZVPD",
  "symbols": ["C", "N", "C", "C", "N", "N", "C", "C", "N", "C", "C", "C", "H", "H", "H", "H", "H", "H", "H", "H", "H", "H", "H", "H", "H", "H", "H", "H", "H", "H", "H", "H", "H", "H"],
  "coordinates": [[2.415, -1.761, 0.330], [1.076, -1.487, -0.162], [0.395, -2.709, -0.580], [0.307, -0.438, 0.019], [-0.937, -0.561, 0.175], [-2.082, 0.231, 0.063], [-3.045, -0.234, 1.093], [-2.687, 0.113, -1.285], [1.048, 1.100, -0.013], [1.440, 1.423, 1.372], [0.154, 2.157, -0.512], [2.222, 1.051, -0.907], [2.792, -1.001, 1.004], [2.382, -2.695, 0.893], [3.108, -1.902, -0.501], [1.126, -3.368, -1.045], [-0.055, -3.223, 0.270], [-0.383, -2.482, -1.304], [-1.916, 1.236, 0.240], [-3.252, -1.292, 0.941], [-2.628, -0.100, 2.089], [-3.973, 0.329, 1.012], [-3.081, -0.895, -1.426], [-3.506, 0.827, -1.380], [-1.953, 0.314, -2.064], [2.204, 0.744, 1.741], [1.844, 2.435, 1.420], [0.581, 1.357, 2.038], [0.751, 3.041, -0.753], [-0.346, 1.856, -1.430], [-0.552, 2.475, 0.254], [3.020, 0.442, -0.501], [1.936, 0.660, -1.882], [2.624, 2.054, -1.046]],
  "mol_weight_da": 174.292,
  "lumo_energy_ha": -0.2319,
  "e_homo_ev": -17.1541,
  "e_tot_ha": -536.3334,
  "smiles": "CN(C)/C(=N/[NH+](C)C)[N+](C)(C)C",
  "charge": 2
}


Entry 5:
{
  "formula": "C30H59ClN5O4P",
  "method": "ωB97M-V/def2-TZVPD",
  "symbols": ["O", "P", "Cl", "C", "N", "C", "C", "N", "H", "H", "H", "H", "H", "C", "C", "C", "C", "C", "C", "N", "O", "C", "C", "C", "H", "H", "H", "H", "H", "H", "H", "H", "H", "H", "H", "H", "H", "H", "H", "H", "H", "H", "C", "C", "C", "C", "C", "C", "N", "O", "C", "C", "C", "H", "H", "H", "H", "H", "H", "H", "H", "H", "H", "H", "H", "H", "H", "H", "H", "H", "H", "C", "C", "C", "C", "C", "C", "N", "O", "C", "C", "C", "H", "H", "H", "H", "H", "H", "H", "H", "H", "H", "H", "H", "H", "H", "H", "H", "H", "H"],
  "coordinates": [[-9.343, -0.986, 1.418], [-10.252, -0.703, -0.015], [-11.947, 0.376, 0.614], [-9.085, 0.392, -1.064], [-7.840, 0.030, -1.615], [-7.420, 1.247, -2.246], [-8.441, 2.274, -2.030], [-9.506, 1.689, -1.273], [-9.060, -0.074, 1.666], [-7.342, -0.874, -1.577], [-6.450, 1.394, -2.781], [-8.416, 3.341, -2.362], [-10.361, 2.153, -0.951], [-3.691, -0.729, 2.008], [-4.127, -1.803, 0.973], [-3.618, -3.191, 1.408], [-2.119, -3.383, 1.202], [-1.721, -3.044, -0.232], [-2.193, -1.647, -0.672], [-3.642, -1.412, -0.385], [-4.358, -2.093, -1.287], [-1.328, -0.576, 0.028], [-1.856, -1.464, -2.167], [-5.664, -1.818, 1.063], [-4.493, -0.486, 2.708], [-2.840, -1.047, 2.611], [-3.434, 0.217, 1.525], [-4.142, -3.970, 0.842], [-3.860, -3.362, 2.461], [-1.552, -2.771, 1.909], [-1.851, -4.421, 1.418], [-0.634, -3.120, -0.329], [-2.137, -3.808, -0.899], [-1.691, 0.431, -0.198], [-0.292, -0.629, -0.315], [-1.286, -0.686, 1.111], [-2.308, -2.236, -2.794], [-0.780, -1.522, -2.331], [-2.198, -0.489, -2.526], [-6.090, -0.858, 0.752], [-5.991, -2.008, 2.087], [-6.116, -2.604, 0.453], [3.296, 2.709, -3.467], [2.813, 1.485, -2.638], [4.018, 0.636, -2.194], [4.641, -0.182, -3.319], [3.581, -1.016, -4.031], [2.383, -0.180, -4.512], [1.826, 0.700, -3.441], [1.136, -0.069, -2.598], [2.812, 0.667, -5.731], [1.319, -1.138, -5.092], [2.191, 2.114, -1.371], [3.346, 3.617, -2.863], [4.291, 2.565, -3.891], [2.606, 2.943, -4.281], [3.709, -0.054, -1.401], [4.784, 1.282, -1.757], [5.156, 0.471, -4.031], [5.408, -0.845, -2.909], [4.042, -1.534, -4.877], [3.238, -1.801, -3.346], [2.006, 1.336, -6.046], [3.053, 0.026, -6.582], [3.703, 1.268, -5.553], [0.998, -1.889, -4.367], [1.717, -1.684, -5.949], [0.437, -0.584, -5.426], [1.318, 2.723, -1.625], [2.913, 2.759, -0.868], [1.887, 1.368, -0.634], [3.581, 2.650, 4.843], [2.909, 1.518, 4.016], [2.854, 0.220, 4.846], [4.203, -0.475, 4.985], [4.845, -0.691, 3.618], [4.941, 0.601, 2.788], [3.642, 1.344, 2.725], [2.829, 0.688, 1.883], [6.046, 1.503, 3.380], [5.479, 0.243, 1.387], [1.459, 2.007, 3.811], [2.844, 3.314, 5.300], [4.199, 2.268, 5.657], [4.200, 3.296, 4.216], [2.153, -0.483, 4.382], [2.458, 0.434, 5.843], [4.870, 0.104, 5.631], [4.067, -1.441, 5.479], [5.840, -1.125, 3.756], [4.261, -1.444, 3.075], [6.085, 2.466, 2.863], [7.028, 1.036, 3.268], [5.932, 1.693, 4.446], [4.853, -0.493, 0.878], [6.477, -0.192, 1.453], [5.542, 1.133, 0.754], [1.432, 2.924, 3.217], [0.989, 2.217, 4.774], [0.830, 1.261, 3.320]],
  "mol_weight_da": 620.260,
  "lumo_energy_ha": [-0.1507, -0.1507],
  "e_homo_ev": [-10.1404, -10.8524],
  "e_tot_ha": -2554.3233,
  "charge": 1,
  "spin_multiplicity": 4
}


Entry 6:
{
  "formula": "CH4N2O2S",
  "method": "ωB97M-V/def2-TZVPD",
  "symbols": ["O", "N", "C", "S", "N", "O", "H", "H", "H", "H"],
  "coordinates": [[-2.152, -0.143, -0.205], [-0.941, -0.924, -0.006], [0.325, -0.465, 0.027], [1.760, -1.267, -0.050], [0.450, 0.922, 0.058], [1.670, 1.353, -0.065], [-2.016, 0.288, 0.794], [-1.060, -1.885, 0.037], [-0.268, 1.631, -0.227], [2.233, 0.491, -0.362]],
  "mol_weight_da": 108.122,
  "lumo_energy_ha": 0.0096,
  "e_homo_ev": -8.8107,
  "e_tot_ha": -698.5280,
  "smiles": "ONC(=S)NO"
}